Entry 1:
{"formula": "C11H20N2O4", "method": "ωB97M-V/def2-TZVPD", "species": ["C", "C", "C", "C", "C", "O", "O", "C", "C", "O", "N", "C", "O", "N", "C", "C", "C", "H", "H", "H", "H", "H", "H", "H", "H", "H", "H", "H", "H", "H", "H", "H", "H", "H", "H", "H", "H"], "positions_angstrom": [[5.88880, 1.19976, -0.83214], [5.16104, 1.27373, 0.50544], [4.25741, 0.06942, 0.76279], [3.07966, -0.00739, -0.20676], [2.08470, -1.05661, 0.21363], [1.97091, -1.53531, 1.30625], [1.29393, -1.40041, -0.83203], [0.26708, -2.34642, -0.58396], [-1.10346, -1.70789, -0.35841], [-2.04657, -2.37514, 0.01151], [-1.14342, -0.38222, -0.62049], [-2.22139, 0.53993, -0.47591], [-2.02150, 1.70027, -0.74915], [-3.35924, -0.00227, -0.04314], [-4.56531, 0.76773, 0.19229], [-5.69209, 0.23232, -0.68720], [-4.93501, 0.70150, 1.67211], [5.19084, 1.25364, -1.66365], [6.44833, 0.27009, -0.90945], [6.58792, 2.02730, -0.92608], [4.56673, 2.18916, 0.54650], [5.90044, 1.32477, 1.30711], [4.84308, -0.84894, 0.68970], [3.86012, 0.12446, 1.77786], [3.40166, -0.22561, -1.22501], [2.55218, 0.95140, -0.22288], [0.51253, -2.94319, 0.30233], [0.20755, -3.00306, -1.45620], [-0.29245, 0.05189, -0.96018], [-3.37360, -0.99826, 0.15267], [-4.33078, 1.79987, -0.08760], [-5.90462, -0.80459, -0.43566], [-6.59410, 0.81899, -0.53795], [-5.41177, 0.28631, -1.73607], [-4.12099, 1.08408, 2.28258], [-5.13600, -0.32719, 1.96377], [-5.82263, 1.29790, 1.86335]], "e_tot_ha": -841.6976, "homo_ev": -9.76, "lumo_energy_ev": 0.667, "e_above_lowest_ev": 0.000, "smiles": "CCCCC(=O)OCC(=O)NC(=O)NC(C)C", "molar_mass_g_mol": 244.29}



Entry 2:
{"formula": "C11H20N2O5", "method": "ωB97M-V/def2-TZVPD", "species": ["C", "C", "N", "C", "O", "C", "C", "N", "C", "O", "O", "C", "C", "C", "C", "C", "O", "O", "H", "H", "H", "H", "H", "H", "H", "H", "H", "H", "H", "H", "H", "H", "H", "H", "H", "H", "H", "H"], "positions_angstrom": [[1.62694, -3.51806, -3.20432], [0.85519, -2.25850, -2.89731], [-0.38604, -2.60941, -2.18612], [-1.39932, -1.67271, -2.16459], [-1.72398, -1.13890, -3.22338], [-1.71061, -0.86681, -0.87200], [-2.05882, -1.78194, 0.32323], [-0.53501, -0.03970, -0.53139], [-0.70613, 1.02103, 0.37077], [-1.64854, 1.77758, 0.20132], [0.27325, 1.14942, 1.33294], [0.36881, 2.31256, 2.15115], [0.61073, 3.63349, 1.38997], [-0.85806, 2.48419, 3.03735], [1.49480, 2.01588, 3.10967], [1.57092, -1.30328, -1.94454], [1.70362, -1.66255, -0.74207], [1.53985, -0.10289, -2.23130], [2.59723, -3.28052, -3.66146], [1.08906, -4.19736, -3.87586], [1.79974, -4.06421, -2.27400], [0.64423, -1.76233, -3.86189], [-0.17464, -2.97823, -1.22903], [-2.58415, -0.22646, -1.06821], [-2.14006, -1.16395, 1.26058], [-1.27045, -2.51580, 0.52225], [-3.00485, -2.25583, 0.14368], [-0.14342, 0.37816, -1.38278], [0.23083, -0.62180, -0.14400], [-0.25443, 4.02187, 0.84532], [1.47266, 3.53686, 0.76794], [0.80870, 4.37093, 2.15007], [-0.68595, 3.25486, 3.79521], [-1.79497, 2.72294, 2.46094], [-0.97687, 1.54699, 3.59993], [1.24663, 1.11428, 3.66076], [2.44033, 1.86235, 2.55119], [1.68276, 2.81784, 3.81998]], "e_tot_ha": -916.8368, "homo_ev": -8.75, "lumo_energy_ev": 0.250, "e_above_lowest_ev": 2.514, "smiles": "C[C@@H](NC(=O)[C@@H](C)[NH2+]C(=O)OC(C)(C)C)C(=O)[O-]", "molar_mass_g_mol": 260.29}



Entry 3:
{"formula": "C11H20N2O5", "method": "ωB97M-V/def2-TZVPD", "species": ["C", "C", "C", "C", "C", "N", "C", "O", "N", "C", "C", "C", "C", "O", "O", "C", "O", "O", "H", "H", "H", "H", "H", "H", "H", "H", "H", "H", "H", "H", "H", "H", "H", "H", "H", "H", "H", "H"], "positions_angstrom": [[0.84552, 1.90148, -1.19306], [1.78178, 0.70333, -1.53881], [2.58606, 0.04023, -0.52173], [3.19373, -1.27165, -0.95558], [1.85559, 0.02683, 0.78810], [2.79766, -0.29476, 1.84967], [0.63496, -0.94631, 1.06888], [0.55087, -1.48707, 2.12973], [-0.30822, -0.80863, 0.16319], [-1.58160, -1.38433, 0.57764], [-2.72566, -0.44461, 1.18609], [-3.17763, 0.81460, 0.38244], [-2.05306, 1.87081, 0.52393], [-1.63295, 2.32146, 1.56137], [-1.84081, 2.50208, -0.66604], [-2.13182, -1.88253, -0.71224], [-1.89169, -1.21115, -1.72261], [-2.84708, -2.95131, -0.61321], [-0.21054, 1.59640, -1.44755], [1.18931, 2.28332, -0.22297], [0.96525, 2.55589, -1.94626], [1.20194, -0.03023, -2.03472], [2.49752, 1.29196, -2.19392], [3.37532, 0.69098, -0.24499], [3.42588, -1.42410, -2.00976], [4.08838, -1.47594, -0.28945], [2.57024, -2.19750, -0.81002], [1.44677, 1.04138, 1.10363], [2.28767, -1.03410, 2.39981], [3.35704, 0.44743, 2.32097], [-0.19056, 0.21548, -0.27851], [-1.29712, -2.18387, 1.18812], [-3.50444, -1.15748, 1.49077], [-2.44982, -0.07523, 2.15836], [-3.40577, 0.36336, -0.64921], [-4.11538, 1.26747, 0.74108], [-1.62362, 3.42337, -0.37401], [-3.66372, -3.09706, -1.20912]], "e_tot_ha": -916.7825, "homo_ev": -8.25, "lumo_energy_ev": 0.259, "e_above_lowest_ev": 3.992, "smiles": "CC[C@H](C)[C@H](N)C(=O)N[C@@H](CCC(=O)O)C(=O)O", "molar_mass_g_mol": 260.29}



Entry 4:
{"formula": "C11H20N2OPdSeSi2", "method": "ωB97M-V/def2-TZVPD", "species": ["Pd", "C", "Si", "C", "C", "C", "C", "C", "C", "C", "Si", "C", "C", "H", "H", "H", "H", "H", "H", "H", "H", "H", "H", "H", "H", "H", "H", "H", "H", "N", "C", "N", "O", "H", "H", "H", "H", "Se"], "positions_angstrom": [[0.01670, 0.12000, 0.19340], [-1.45410, -3.53050, 0.31830], [-0.93550, -1.88080, -0.63610], [-2.26410, -1.89410, -2.10020], [0.65180, -2.51510, -1.64220], [0.53890, -3.68600, -2.38510], [1.58670, -4.18940, -3.13940], [2.79140, -3.50960, -3.15780], [2.91720, -2.34220, -2.42610], [1.87380, -1.82500, -1.66770], [2.17060, -0.13200, -0.70960], [3.84310, -0.50740, 0.25730], [2.83450, 1.01480, -2.17190], [-1.52850, -4.38430, -0.35490], [-2.41320, -3.40590, 0.81500], [-0.72170, -3.75890, 1.08550], [-2.31740, -2.86700, -2.58710], [-1.99170, -1.15550, -2.84900], [-3.25970, -1.64330, -1.74100], [-0.39950, -4.22660, -2.38310], [1.46180, -5.10550, -3.71160], [3.62710, -3.88750, -3.74280], [3.86490, -1.81320, -2.45210], [4.62540, -0.88240, -0.40180], [3.65490, -1.24620, 1.02890], [4.21230, 0.38780, 0.75070], [3.69930, 0.57680, -2.66690], [3.11940, 2.00000, -1.80820], [2.05410, 1.15300, -2.91560], [-0.97170, 4.34060, -0.86240], [-0.69330, 3.00290, -0.50410], [0.21480, 2.84580, 0.45170], [-1.22040, 2.07330, -1.10040], [-0.90800, 5.00070, -0.09960], [-1.81660, 4.43750, -1.40380], [0.57510, 3.60860, 1.00060], [0.28670, 1.83570, 0.82510], [0.11030, 0.39320, 2.72760]], "e_tot_ha": -3724.2197, "homo_ev": [1.00, 0.20], "lumo_energy_ev": [5.340, 5.268], "spin_multiplicity": 3, "total_charge": -2, "molar_mass_g_mol": 437.85}